A single C3H4F3NO molecule at a distorted geometry, computed with wB97M-V/def2-TZVPD.

Structure (ORCA input):
```
! RIJCOSX wB97M-V def2-TZVPD def2/J DEFGRID3
* xyz 0 3
C 0.20452 0.61093 -0.34602
C -0.74998 -0.27919 0.38892
C 1.79738 -0.20826 -0.25304
N -2.12400 0.08492 0.41935
O 0.01408 1.59808 -0.92439
F 1.93573 -0.91104 0.78759
F 1.81610 -0.99627 -1.31178
F 2.76847 0.66254 -0.33718
H -0.23256 -0.47913 1.41668
H -0.67976 -1.19657 -0.09726
H -2.09717 1.07210 0.70545
H -2.65280 0.04189 -0.44832
*
```

Results
- Gap between HOMO and LUMO (alpha / beta): 6.509 / 7.428 eV
- Molar mass: 127.065 g mol⁻¹
- ΔE to the lowest compared entry with this formula, charge and spin: 0.0 kcal/mol